The following is a DFT calculation (ωB97M-V/def2-TZVPD) of a cluster of 14 separate species, C26H64FN13O28 in total in a non-equilibrium geometry.

Bonds (Å) are listed after each position.
Cartesian coordinates (Å):
1 C 0.55342 1.60400 0.36187  C2 1.537, H17 1.084, H18 1.083, H19 1.086
2 C -0.47454 1.28569 -0.73620  C1 1.537, C3 1.546, H20 1.085, H21 1.080
3 C 0.20684 0.78514 -2.03086  C2 1.546, C4 1.530, H22 1.087, H23 1.086
4 C -0.86579 0.56257 -3.09948  C3 1.530, C5 1.544, H24 1.092, H25 1.084
5 C -1.36400 -0.88888 -3.26582  C4 1.544, C6 1.534, H26 1.086, H27 1.084
6 C -1.54110 -1.69622 -1.97346  C5 1.534, C7 1.539, H28 1.087, H29 1.085
7 C -2.92009 -1.57439 -1.30065  C6 1.539, C8 1.545, H30 1.081, H31 1.085
8 C -3.24213 -2.94129 -0.65695  C7 1.545, C9 1.545, H32 1.086, H33 1.092
9 C -2.24130 -3.35938 0.44341  C8 1.545, C10 1.546, H34 1.087, H35 1.084
10 C -1.09429 -4.27113 -0.05050  C9 1.546, C11 1.535, H36 1.083, H37 1.082
11 C 0.29509 -3.65033 0.15426  C10 1.535, C12 1.503, H38 1.085, H39 1.086
12 C 1.13670 -4.39991 1.14918  C11 1.503, O13 1.170, O14 1.404
13 O 1.15320 -5.56715 1.22464  C12 1.170
14 O 1.93468 -3.63565 2.01543  C12 1.404, C15 1.405
15 C 3.18380 -3.31521 1.45746  O14 1.405, F16 1.368, H40 1.085, H41 1.080
16 F 3.24784 -3.71695 0.15142  C15 1.368
17 H 1.42425 2.13976 0.00120  C1 1.084
18 H 0.10441 2.17325 1.16626  C1 1.083
19 H 0.87481 0.65791 0.78760  C1 1.086
20 H -1.11072 2.12822 -0.98653  C2 1.085
21 H -1.12830 0.51957 -0.34508  C2 1.080
22 H 0.90159 1.57586 -2.30030  C3 1.087
23 H 0.76191 -0.12193 -1.80836  C3 1.086
24 H -0.41547 0.83167 -4.05674  C4 1.092
25 H -1.70266 1.24167 -2.98302  C4 1.084
26 H -0.76086 -1.47434 -3.95268  C5 1.086
27 H -2.34742 -0.82790 -3.71659  C5 1.084
28 H -1.45475 -2.74053 -2.26269  C6 1.087
29 H -0.76502 -1.52546 -1.23479  C6 1.085
30 H -2.90809 -0.83843 -0.50853  C7 1.081
31 H -3.68135 -1.36714 -2.04577  C7 1.085
32 H -4.26156 -2.98806 -0.28662  C8 1.086
33 H -3.16521 -3.67707 -1.45970  C8 1.092
34 H -2.80178 -3.91696 1.18937  C9 1.087
35 H -1.89418 -2.46349 0.94465  C9 1.084
36 H -1.13838 -5.20841 0.49023  C10 1.083
37 H -1.22645 -4.51989 -1.09484  C10 1.082
38 H 0.18538 -2.63784 0.52979  C11 1.085
39 H 0.86380 -3.57223 -0.76787  C11 1.086
40 H 3.95816 -3.84174 2.00645  C15 1.085
41 H 3.30950 -2.24273 1.46455  C15 1.080
42 C 4.97514 0.54387 0.66291  N43 1.501, H46 1.076, H47 1.082, H48 1.088
43 N 3.78288 1.16001 1.33511  C42 1.501, O44 1.209, O45 1.217
44 O 3.62254 2.34617 1.16839  N43 1.209
45 O 3.04700 0.46553 2.01096  N43 1.217
46 H 5.49417 1.31874 0.12569  C42 1.076
47 H 5.60594 0.11448 1.42977  C42 1.082
48 H 4.60643 -0.22249 -0.01637  C42 1.088
49 C 8.03063 3.80073 2.04134  N50 1.487, H53 1.083, H54 1.086, H55 1.086
50 N 7.40983 2.48758 1.72076  C49 1.487, O51 1.221, O52 1.214
51 O 7.50434 2.07396 0.57569  N50 1.221
52 O 6.84023 1.91650 2.62783  N50 1.214
53 H 8.49461 4.18995 1.14310  C49 1.083
54 H 7.23874 4.45667 2.39101  C49 1.086
55 H 8.76657 3.63032 2.82108  C49 1.086
56 C 4.46878 1.66179 5.56311  N57 1.489, H60 1.083, H61 1.082, H62 1.087
57 N 4.69072 3.02565 6.11858  C56 1.489, O58 1.217, O59 1.213
58 O 5.61449 3.67850 5.67099  N57 1.217
59 O 3.92911 3.39779 6.98641  N57 1.213
60 H 5.21617 1.46659 4.80334  C56 1.083
61 H 4.55444 0.96068 6.38216  C56 1.082
62 H 3.46904 1.64500 5.13580  C56 1.087
63 C -4.25810 1.00869 3.04774  N64 1.501, H67 1.108, H68 1.087, H69 1.087
64 N -3.35654 0.46642 1.97746  C63 1.501, O65 1.206, O66 1.217
65 O -2.73222 1.24681 1.30291  N64 1.206
66 O -3.31511 -0.74374 1.86002  N64 1.217
67 H -4.21891 2.11606 3.06525  C63 1.108
68 H -5.26151 0.66416 2.81294  C63 1.087
69 H -3.91334 0.59589 3.99229  C63 1.087
70 C 4.23627 -4.88939 -2.89575  N71 1.489, H74 1.083, H75 1.086, H76 1.085
71 N 4.08867 -3.94573 -4.03855  C70 1.489, O72 1.216, O73 1.211
72 O 3.20725 -4.16711 -4.84598  N71 1.216
73 O 4.85786 -3.01086 -4.07904  N71 1.211
74 H 3.48655 -5.66636 -2.98584  C70 1.083
75 H 5.23722 -5.30769 -2.93926  C70 1.086
76 H 4.09399 -4.31895 -1.98332  C70 1.085
77 C -7.43712 -0.59918 -2.50215  N78 1.489, H81 1.083, H82 1.086, H83 1.085
78 N -6.39082 -0.09654 -1.56956  C77 1.489, O79 1.215, O80 1.212
79 O -6.07638 -0.80556 -0.63416  N78 1.215
80 O -5.91955 0.99405 -1.81170  N78 1.212
81 H -7.76039 -1.57588 -2.16232  C77 1.083
82 H -8.25672 0.11255 -2.48487  C77 1.086
83 H -6.99627 -0.65689 -3.49220  C77 1.085
84 C 4.48300 -3.07517 5.62210  N85 1.490, H88 1.083, H89 1.086, H90 1.083
85 N 4.71438 -1.71435 6.18284  C84 1.490, O86 1.204, O87 1.213
86 O 5.63963 -1.07709 5.75112  N85 1.204
87 O 3.94573 -1.33292 7.04065  N85 1.213
88 H 5.23784 -3.28327 4.87441  C84 1.083
89 H 4.54807 -3.78191 6.44413  C84 1.086
90 H 3.49511 -3.08387 5.17835  C84 1.083
91 C -1.83121 5.15067 4.18242  N92 1.486, H95 1.082, H96 1.080, H97 1.083
92 N -3.21070 4.59932 4.13468  C91 1.486, O93 1.211, O94 1.222
93 O -3.95551 4.85379 5.05526  N92 1.211
94 O -3.50029 3.91713 3.16298  N92 1.222
95 H -1.72327 5.72419 5.09345  C91 1.082
96 H -1.14829 4.31430 4.17077  C91 1.080
97 H -1.69882 5.77721 3.30849  C91 1.083
98 C -2.77245 1.24324 -7.50550  N99 1.490, H102 1.084, H103 1.086, H104 1.086
99 N -2.87168 0.21402 -6.43332  C98 1.490, O100 1.210, O101 1.216
100 O -1.87714 -0.42431 -6.17320  N99 1.210
101 O -3.95319 0.08887 -5.89118  N99 1.216
102 H -1.76016 1.24074 -7.89221  C98 1.084
103 H -3.48659 0.97859 -8.27924  C98 1.086
104 H -3.01908 2.20234 -7.06011  C98 1.086
105 C -6.80311 -1.15660 -8.00227  N106 1.488, H109 1.083, H110 1.086, H111 1.086
106 N -7.15711 -1.08222 -6.55911  C105 1.488, O107 1.212, O108 1.213
107 O -7.36213 0.01617 -6.08829  N106 1.212
108 O -7.21538 -2.13209 -5.95434  N106 1.213
109 H -6.78857 -0.15081 -8.40466  C105 1.083
110 H -5.82383 -1.62053 -8.07233  C105 1.086
111 H -7.55845 -1.76272 -8.49303  C105 1.086
112 C 1.25774 -2.87405 -7.07531  N113 1.490, H116 1.083, H117 1.085, H118 1.086
113 N 0.70168 -2.04921 -8.18488  C112 1.490, O114 1.215, O115 1.213
114 O -0.02678 -2.59753 -8.98738  N113 1.215
115 O 1.01769 -0.87825 -8.20911  N113 1.213
116 H 0.89213 -3.88803 -7.18209  C112 1.083
117 H 2.33959 -2.84136 -7.14964  C112 1.085
118 H 0.92025 -2.43480 -6.14169  C112 1.086
119 C 1.38021 -1.55485 4.91246  N120 1.472, H123 1.084, H124 1.087, H125 1.080
120 N 0.61286 -0.34630 5.25425  C119 1.472, O121 1.200, O122 1.216
121 O -0.51782 -0.49279 5.62875  N120 1.200
122 O 1.18524 0.72001 5.13148  N120 1.216
123 H 0.75286 -2.42582 5.06623  C119 1.084
124 H 1.67597 -1.47119 3.86988  C119 1.087
125 H 2.24165 -1.57844 5.56377  C119 1.080
126 C -1.00067 9.10397 5.04886  N127 1.490, H130 1.083, H131 1.086, H132 1.086
127 N -2.38260 8.54927 4.99976  C126 1.490, O128 1.210, O129 1.216
128 O -3.12796 8.81155 5.91674  N127 1.210
129 O -2.66235 7.86603 4.03396  N127 1.216
130 H -0.89494 9.68532 5.95674  C126 1.083
131 H -0.31056 8.26486 5.04041  C126 1.086
132 H -0.86757 9.72544 4.16867  C126 1.086

Computed properties:
net charge: 0
LUMO level: -0.350 eV
maximum force: 0.0409 hartree/bohr
E_HOMO: -9.784 eV
gap between HOMO and LUMO: 0.3467 Eh